Computed, not measured: a 2-piece molecular cluster, C4H4O overall, with wB97M-V/def2-TZVPD.

```
9
Properties=species:S:1:pos:R:3
C 3.01347 0.57050 -0.10019
C 1.89992 0.94426 0.13075
C -0.51059 1.38191 0.00980
C -1.18078 0.09349 0.02141
O -0.75214 2.52361 -0.03631
H 4.00768 0.22488 -0.18973
H -1.16069 -0.29798 -0.99545
H -2.21562 0.22568 0.34118
H -0.66378 -0.61578 0.66190
```

Results
- HOMO-LUMO gap (eV) = 8.95
- ΔE to the lowest compared entry with this formula, charge and spin (kcal per mole) = 101.1